(1)
# C18H10BrF6IN4PPdSe

A structure of composition C18H10BrF6IN4PPdSe (ωB97M-V with the def2-TZVPD basis set, OMol25).

Summary:
Net charge: +2
Maximum force (Eh/bohr): 0.008
HOMO (spin up / spin down) (eV): -15.12 / -15.12
Multiplicity: 2

Positions of all 43 atoms, in Å:
Pd (-0.538, -0.853, -0.817)
Se (-1.559, 4.528, 4.344)
N (-1.289, 2.780, 4.453)
C (-1.165, 2.333, 3.230)
C (-0.952, 0.929, 2.912)
C (-0.935, -0.107, 3.852)
C (-0.797, -1.407, 3.418)
C (-0.645, -1.675, 2.062)
N (-0.612, -0.683, 1.180)
C (-0.797, 0.599, 1.571)
C (-0.914, 1.585, 0.517)
N (-0.840, 1.125, -0.759)
C (-1.086, 1.933, -1.784)
C (-1.346, 3.282, -1.573)
C (-1.378, 3.788, -0.292)
C (-1.175, 2.923, 0.787)
C (-1.270, 3.312, 2.187)
N (-1.477, 4.544, 2.574)
H (-1.057, 0.125, 4.902)
H (-0.813, -2.237, 4.110)
H (-0.562, -2.687, 1.692)
H (-1.096, 1.505, -2.776)
H (-1.530, 3.911, -2.433)
H (-1.582, 4.834, -0.107)
Br (1.204, -2.994, -0.524)
C (2.851, -2.277, -1.168)
C (4.029, -2.769, -0.642)
C (5.232, -2.286, -1.143)
C (5.248, -1.321, -2.139)
C (4.060, -0.822, -2.656)
C (2.863, -1.316, -2.166)
I (1.074, -0.667, -3.028)
H (4.017, -3.517, 0.139)
H (6.161, -2.667, -0.744)
H (6.189, -0.950, -2.520)
H (4.077, -0.063, -3.427)
F (-1.746, -2.710, -1.706)
P (-3.185, -1.869, -1.960)
F (-3.928, -2.907, -1.059)
F (-2.688, -1.034, -0.470)
F (-4.399, -0.892, -2.038)
F (-2.222, -0.727, -2.693)
F (-3.423, -2.598, -3.308)

These are the Löwdin partial charges, in e, on atoms 1 to 5: number 1, Pd, carries 0.932; number 2, Se, carries 1.270; number 3, N, carries -0.196; number 4, C, carries -0.333; number 5, C, carries -0.047

---

(2)
# C18H10Cl5N4O2SiTi

A structure of composition C18H10Cl5N4O2SiTi (ωB97M-V with the def2-TZVPD basis set, OMol25).

Summary:
Net charge: -1
Maximum force (Eh/bohr): 0.046
HOMO (spin up / spin down) (eV): -4.02 / -4.70
Multiplicity: 3

Positions of all 41 atoms, in Å:
Ti (0.430, 0.417, -0.846)
Cl (-3.164, -5.510, -1.167)
C (-2.742, -3.877, -0.926)
C (-1.405, -3.525, -0.924)
C (-1.113, -2.163, -0.792)
N (0.206, -1.630, -0.703)
C (1.272, -2.439, -0.601)
O (1.404, -3.651, -0.842)
C (2.524, -1.687, -0.165)
C (3.410, -2.319, 0.674)
C (4.648, -1.750, 0.836)
C (4.936, -0.556, 0.147)
C (3.898, 0.074, -0.540)
N (2.680, -0.481, -0.714)
C (-2.124, -1.159, -0.799)
C (-3.441, -1.538, -0.941)
C (-3.726, -2.919, -0.952)
Cl (-5.399, -3.335, -0.941)
N (-1.664, 0.118, -0.750)
C (-2.506, 1.106, -0.331)
O (-3.701, 1.037, -0.060)
C (-1.837, 2.452, -0.124)
C (-2.463, 3.490, 0.512)
C (-1.805, 4.717, 0.636)
C (-0.557, 4.886, 0.060)
C (0.022, 3.797, -0.528)
N (-0.627, 2.630, -0.614)
H (-0.559, -4.213, -0.975)
H (3.138, -3.320, 1.038)
H (5.439, -2.133, 1.454)
H (5.889, -0.064, 0.198)
H (4.077, 1.035, -0.983)
H (-4.225, -0.851, -1.034)
H (-3.432, 3.351, 0.945)
H (-2.259, 5.553, 1.224)
H (0.016, 5.797, 0.156)
H (1.026, 3.804, -0.938)
Cl (0.047, -0.383, 3.112)
Si (0.833, 1.057, 1.889)
Cl (-0.014, 2.861, 2.765)
Cl (2.869, 1.323, 2.544)

These are the Löwdin partial charges, in e, on atoms 1 to 5: number 1, Ti, carries 0.761; number 2, Cl, carries 0.656; number 3, C, carries -0.733; number 4, C, carries -0.037; number 5, C, carries -0.167

---

(3)
# C18H11BrINO4Ti

A structure of composition C18H11BrINO4Ti (ωB97M-V with the def2-TZVPD basis set, OMol25).

Summary:
Net charge: 0
Maximum force (Eh/bohr): 0.017
HOMO (eV): -8.41

Positions of all 37 atoms, in Å:
Ti (-0.365, -0.280, 0.203)
O (-2.342, 2.671, -1.668)
C (-1.766, 1.955, -0.901)
O (-1.703, 0.625, -0.914)
C (-1.050, 2.515, 0.330)
C (-1.038, 3.793, 0.839)
C (-0.516, 3.971, 2.119)
C (-0.124, 2.886, 2.904)
C (-0.202, 1.636, 2.334)
N (-0.550, 1.527, 1.057)
C (-0.182, 0.250, 2.974)
O (0.157, 0.064, 4.106)
O (-0.661, -0.625, 2.097)
H (-1.455, 4.608, 0.265)
H (-0.485, 4.968, 2.543)
H (0.171, 2.996, 3.938)
Br (-0.894, -2.582, -0.976)
C (0.622, -3.488, -0.239)
C (0.701, -4.823, -0.448)
C (1.818, -5.506, 0.089)
C (2.756, -4.820, 0.799)
C (2.648, -3.420, 1.015)
C (3.607, -2.715, 1.776)
C (3.463, -1.376, 1.979)
C (2.376, -0.677, 1.410)
C (1.414, -1.291, 0.652)
C (1.552, -2.699, 0.473)
H (-0.060, -5.353, -1.005)
H (1.909, -6.573, -0.065)
H (3.608, -5.340, 1.220)
H (4.443, -3.258, 2.202)
H (4.189, -0.836, 2.575)
H (2.322, 0.388, 1.604)
I (2.887, 1.345, -1.258)
C (0.871, 0.624, -1.343)
H (0.892, -0.151, -2.110)
H (0.382, 1.486, -1.785)

These are the Löwdin partial charges, in e, on atoms 1 to 5: number 1, Ti, carries 0.902; number 2, O, carries 0.141; number 3, C, carries -0.544; number 4, O, carries -0.188; number 5, C, carries -0.138

---

(4)
# C18H12Cl5F9NO2SSiY

A structure of composition C18H12Cl5F9NO2SSiY (ωB97M-V with the def2-TZVPD basis set, OMol25).

Summary:
Net charge: 0
Maximum force (Eh/bohr): 0.003
HOMO (eV): -8.67

Positions of all 50 atoms, in Å:
Y (-0.339, 0.095, 1.039)
Cl (3.657, -3.196, 6.555)
C (2.853, -2.171, 5.434)
C (2.107, -2.720, 4.396)
Cl (1.973, -4.423, 4.217)
C (1.468, -1.875, 3.502)
Cl (0.508, -2.518, 2.199)
C (1.540, -0.481, 3.591)
O (0.929, 0.279, 2.720)
C (2.294, 0.051, 4.648)
Cl (2.388, 1.762, 4.775)
C (2.940, -0.782, 5.553)
Cl (3.856, -0.094, 6.833)
C (-0.657, 2.453, -4.419)
Si (1.076, 1.790, -4.214)
C (2.258, 3.087, -3.577)
C (1.687, 1.192, -5.882)
C (1.069, 0.280, -3.065)
C (1.474, -0.962, -3.528)
C (1.477, -2.094, -2.711)
C (1.059, -1.946, -1.414)
N (0.662, -0.761, -0.926)
C (0.663, 0.337, -1.714)
S (0.128, 1.822, -0.939)
H (-0.657, 3.262, -5.153)
H (-1.059, 2.838, -3.483)
H (-1.330, 1.674, -4.783)
H (2.309, 3.920, -4.283)
H (3.265, 2.678, -3.473)
H (1.947, 3.477, -2.609)
H (1.703, 2.033, -6.578)
H (1.035, 0.427, -6.310)
H (2.701, 0.790, -5.835)
H (1.799, -1.065, -4.557)
H (1.796, -3.058, -3.076)
H (1.037, -2.781, -0.724)
F (-4.709, -2.360, 1.621)
C (-4.661, -1.084, 1.232)
F (-5.754, -0.466, 1.706)
F (-4.709, -1.059, -0.096)
C (-3.364, -0.395, 1.743)
O (-2.286, -0.790, 1.030)
C (-3.528, 1.155, 1.602)
F (-2.266, 1.720, 1.607)
F (-4.202, 1.738, 2.581)
F (-4.071, 1.493, 0.442)
C (-3.112, -0.747, 3.239)
F (-2.768, -2.022, 3.380)
F (-4.137, -0.495, 4.048)
F (-2.051, -0.008, 3.657)

These are the Löwdin partial charges, in e, on atoms 1 to 5: number 1, Y, carries 1.382; number 2, Cl, carries 0.684; number 3, C, carries -0.712; number 4, C, carries -0.703; number 5, Cl, carries 0.703

---

What is the formula in the third record? C18H11BrINO4Ti

---

Number 4 is which compound? C18H12Cl5F9NO2SSiY